The following is a DFT calculation (ωB97M-V/def2-TZVPD) of a 11-piece molecular cluster, C6H36N2O10 overall.

The geometry in XYZ format:
```
54
Properties=species:S:1:pos:R:3:forces:R:3
C -0.0636 0.6835 0.7228 -0.162 0.076 -0.325
N -0.0501 -0.7728 0.6466 0.108 -0.022 -0.004
C 0.6747 -1.3496 1.7690 -0.445 0.246 0.257
C 0.5439 -1.1992 -0.6212 -0.173 -0.349 0.208
C 0.1789 -2.6463 -0.9931 0.485 -0.083 -0.340
C 1.3649 -3.6127 -1.0365 0.187 -0.083 -0.204
C 2.5358 -3.1832 -1.9625 -0.471 -0.257 0.218
N 2.2051 -2.4878 -3.1931 0.123 -0.292 -0.165
H -0.4024 1.0116 1.7007 -0.025 -0.019 0.102
H -0.7668 1.0639 -0.0235 0.046 0.041 0.049
H 0.9152 1.1277 0.5100 -0.005 -0.092 0.125
H 1.7137 -1.0146 1.8201 0.227 0.112 -0.045
H 0.1737 -1.0678 2.7001 0.137 -0.041 -0.051
H 0.6586 -2.4266 1.6938 0.034 -0.373 -0.009
H 1.6380 -1.0817 -0.5616 -0.028 0.098 -0.131
H 0.1800 -0.5235 -1.3859 0.049 0.247 -0.186
H -0.5506 -3.0218 -0.2934 -0.322 -0.095 0.353
H -0.3153 -2.6752 -1.9663 -0.016 0.120 -0.051
H 1.0334 -4.6058 -1.3604 -0.202 0.124 0.050
H 1.7545 -3.7468 -0.0223 0.090 -0.012 -0.033
H 3.2055 -2.5565 -1.4002 0.351 0.406 0.175
H 3.1120 -4.0740 -2.2090 0.048 -0.080 -0.046
H 1.9081 -1.5427 -3.0266 -0.159 0.277 0.045
H 1.4937 -2.9641 -3.7323 0.005 0.008 0.025
O -2.6328 3.2152 -0.4316 0.219 -0.161 -0.018
H -3.0666 4.0276 -0.7045 -0.039 0.015 -0.005
H -1.9248 3.0501 -1.1167 -0.094 0.175 0.030
O -2.8251 -0.9190 1.3992 -0.003 -0.210 0.263
H -3.1985 -0.3351 0.7170 0.073 -0.095 -0.098
H -1.9117 -1.1252 1.1091 0.000 0.209 -0.203
O 2.1696 2.2363 2.8594 -0.211 -0.086 0.044
H 2.8098 2.1967 3.5751 0.024 0.018 -0.015
H 1.3459 1.8600 3.2453 0.221 0.074 0.018
O -0.9683 2.6364 -2.4187 -0.087 -0.275 0.049
H -0.0426 2.3781 -2.2229 -0.089 0.050 -0.124
H -1.4019 1.8249 -2.7613 0.265 0.193 0.030
O -2.2885 0.1864 -2.9367 -0.312 0.412 0.169
H -1.7277 -0.5588 -2.7278 0.161 -0.298 0.072
H -2.8359 0.3373 -2.1338 0.084 -0.233 -0.251
O 0.1028 1.1499 4.3562 -0.238 -0.079 -0.077
H -0.8013 0.9309 4.0171 0.137 0.137 0.071
H -0.0625 1.6031 5.1888 0.056 -0.010 -0.015
O -3.7442 0.7831 -0.6202 0.172 0.143 0.003
H -4.6917 0.9010 -0.7279 -0.061 0.008 -0.020
H -3.3622 1.6920 -0.4932 -0.274 0.027 0.004
O -2.4435 0.7755 3.4566 0.017 0.098 0.031
H -2.7753 1.5849 3.0511 0.053 -0.054 0.062
H -2.5963 0.0791 2.7717 -0.086 -0.016 -0.060
O 3.1030 2.1194 0.2635 -0.286 0.215 0.112
H 3.8840 1.5720 0.3328 0.185 -0.159 0.067
H 2.7264 2.1830 1.1711 0.185 -0.042 -0.127
O 1.6962 1.8919 -2.0983 -0.292 -0.280 0.188
H 2.2098 2.4486 -2.6849 0.171 0.122 0.020
H 2.1125 1.9406 -1.2109 0.163 0.145 -0.233
```
Forces are in eV/Å.

Properties
electronic energy	-1112.16604	hartree
energy above the lowest of the compared OMol25 structures with the same formula, charge and spin	0.0	kcal per mole
orbital gap	9.4	eV
net charge	0
molecular weight	296.36	g mol⁻¹